1.
26
Properties=species:S:1:pos:R:3 method="wB97M-V/def2-TZVPD" max_force_ev_per_a=1.1 charge=0 total_energy_ev=-121937.8455
C 2.6487 -1.9577 0.1216
H -1.0673 3.2880 0.0005
H 0.4370 0.4480 0.7579
O -0.8930 -1.3682 -1.4287
H -3.2618 -1.8982 -1.0301
H 0.1223 1.1457 -1.7968
H 3.5816 -2.3258 -0.3135
C -1.1339 2.3049 -0.4730
H 0.8561 2.6476 -1.3091
H -1.7108 1.0342 2.2551
O 3.5079 0.0054 1.1811
H -3.7339 1.1142 0.5972
H 1.8298 -2.2098 -0.5475
O 2.0557 0.3039 -0.5098
H 1.5326 1.8318 0.8032
Ga -2.1511 1.0462 0.7114
Cu -2.2951 -1.6893 2.2261
C 1.0482 1.1114 0.1368
O -0.7282 -1.9006 1.0939
C 2.7931 -0.4703 0.3522
H 2.5106 -2.4486 1.0845
C 0.2444 1.8174 -0.9405
H 0.0057 -1.0071 -1.4875
H -1.7546 2.4432 -1.3633
O -2.8935 -2.0938 -0.1553
P -1.5503 -1.1727 0.0334


2.
55
Properties=species:S:1:pos:R:3 method="wB97M-V/def2-TZVPD" max_force_ev_per_a=1.3 charge=+1 total_energy_ev=-80015.1353
C -0.6029 -2.0531 0.8945
H 1.3859 -2.2389 -3.6989
H 2.3281 5.3947 -0.5958
H 3.5345 4.7832 2.3748
F -3.1024 3.1607 0.5480
H -1.0914 4.6560 3.6445
O 1.8077 4.5851 -0.6677
H 4.2570 2.5748 0.4085
C -2.7317 -3.0436 2.3998
C -0.9595 -2.2079 -2.2700
H -1.4896 -4.8181 -1.8361
O -0.4702 2.0736 2.0516
C 2.4666 4.7541 2.5887
H -0.1951 -6.7838 -2.5723
H -3.1565 -0.9887 2.8536
F -3.3300 4.8689 -0.7689
P -0.0343 3.5355 2.1414
H 1.2675 -2.3094 -0.1620
C 1.7740 -4.3402 -3.8417
C 1.0424 -3.2339 -3.4335
C 1.8229 3.5239 1.9608
H -1.4499 -1.7261 -3.1196
S 0.0579 -0.8863 -1.6053
H 1.9937 5.6665 2.2193
O -0.9868 0.2212 -1.3345
H 1.8977 -6.4828 -3.8586
N -1.4103 3.5183 -0.9823
O 1.6424 2.0815 -0.3888
C -1.4478 -1.1831 1.5792
C -0.1321 -3.3969 -2.6973
H -0.1401 -4.1114 0.5009
C -2.9069 3.6428 -0.6587
C 0.1583 -5.7883 -2.8096
O 3.8133 3.3679 0.0788
H -3.5611 -3.4275 2.9803
C 1.3336 -5.6192 -3.5291
C -2.5104 -1.6755 2.3223
Cd -0.4523 1.7357 -0.0259
H -2.0265 -4.9896 1.8222
C -0.5683 -4.6825 -2.3919
H 1.0238 -0.6855 0.5029
C -0.8161 -3.4257 0.9982
H 2.1343 2.1316 3.3477
C -1.8741 -3.9196 1.7464
O -0.2784 4.1418 3.5895
H -1.2674 -0.1124 1.5706
C 0.5202 -1.5413 0.0480
P 2.2400 3.3371 0.1671
F -3.4827 2.8445 -1.5540
O -1.0912 4.2533 -1.8325
H -1.7123 -2.4511 -1.5204
H 2.3218 4.7228 3.6673
H 2.6826 -4.2031 -4.4144
O 2.3980 2.2951 2.4343
O -0.6262 4.4548 1.1283


3.
123
Properties=species:S:1:pos:R:3 method="wB97M-V/def2-TZVPD" max_force_ev_per_a=3.6 charge=+3 total_energy_ev=-114635.8577
F -0.7612 0.4036 7.9179
C 2.0667 -2.0633 -0.6276
H -1.3826 2.0081 5.1400
H -1.2673 3.3387 4.0536
H -6.0057 2.7866 0.6009
H 4.8966 0.3458 -0.3526
C -1.5520 2.2882 4.1017
H 8.5031 -0.2808 3.4130
N 3.1161 -3.2248 -2.1528
H -4.9252 -3.7092 -4.3381
C -2.0538 4.1497 -1.5335
H 7.9055 -0.7170 5.0126
H -3.8088 2.1872 5.7132
H -1.4657 4.1240 -0.6110
N -0.3536 -0.3629 5.7197
O 0.5393 -1.5845 7.7399
O 1.3432 -2.1114 4.6813
H 2.3400 0.9408 0.2003
C -4.1699 0.0739 -3.1389
C 1.1166 4.8813 -4.5410
H -4.6039 0.8204 -3.8173
H -4.9005 -4.9458 -2.0446
H 3.6265 -2.8887 -4.1506
C -0.6397 2.6003 -2.6091
N 2.5202 -3.2298 -0.0801
C 3.4762 -2.9671 2.2051
H -3.4903 -3.3101 0.1212
N -4.6722 1.3795 2.6879
C 2.2714 5.8535 -4.3231
H 7.1173 -1.4048 3.6058
C -4.5657 -4.0000 -1.6255
H -3.4030 -0.4458 -3.7271
C 6.1553 0.3858 1.4813
H 7.1759 1.6374 3.9295
H -0.8737 -5.8358 -0.0768
H -3.3433 -2.4363 -2.1589
S 0.4062 -0.3230 7.1132
F -2.5868 -0.7390 1.1798
C -1.7944 -5.3680 0.2777
H 2.4052 -4.6762 1.5117
H 2.2832 6.5574 -5.1694
C 2.4472 -2.0423 -1.9231
C 0.4083 2.5737 -3.7088
C 3.6830 -3.6946 -3.4213
F -2.1656 0.8457 -0.3821
H 0.9845 4.2178 -2.6516
F -2.7512 -1.3740 -0.9375
N -3.7718 -3.2497 -2.6457
H -2.8408 1.6979 1.6556
N 3.9836 0.6567 1.5496
H -6.5411 0.7679 2.0340
C -5.5548 0.8978 1.6031
C -3.4106 1.7298 2.5673
H -2.8564 3.4090 -1.4977
H 3.6092 -4.8703 -0.8499
O -1.2167 3.8904 -2.6604
N -2.9518 2.1008 3.7456
F -0.6445 -0.5620 -1.3951
H -2.9289 -3.7790 -2.8840
H -4.4993 1.9574 0.0743
H 4.4726 -3.3320 1.9543
F -0.9388 -2.0786 0.2495
H 4.7271 -3.9463 -3.2674
O 1.6954 0.3144 4.3377
H 3.4765 -1.8775 2.2330
C 6.6510 0.6879 3.9545
H -1.3959 1.8284 -2.7603
H -3.7547 -2.4742 -4.5850
H 2.0662 6.5626 -3.5152
H 5.9897 0.6283 4.8172
H 2.1858 -1.3402 -2.6925
O -2.5964 -4.9566 -0.8012
H 7.1825 0.1980 1.2249
H 0.1611 5.3680 -4.3869
N 5.7497 0.5914 2.7821
O 1.4981 0.5940 7.1950
H 1.2630 4.3835 -5.4966
P -1.5613 -0.6066 -0.0540
H 1.3977 -1.4214 -0.0827
C 4.4511 0.7980 2.7825
H 0.9926 1.6794 -3.5010
H -6.0977 1.5320 4.2837
H 4.9835 4.1434 -5.0416
H -0.9248 1.6209 3.5178
H -6.1035 1.3646 -0.3999
C 2.5709 0.8718 1.2604
H -5.4012 -3.3447 -1.3825
H -6.4352 -2.2502 -3.1058
H 3.2460 -3.2498 3.2356
C 3.1296 -3.9214 -1.0266
C -5.0692 1.6329 3.9863
S 0.8406 -0.7825 4.6922
C 5.0523 0.4312 0.7074
H 2.2262 1.7873 1.7336
H 1.9963 0.0447 1.6735
H -0.0501 2.6225 -4.6907
O -5.2035 -0.7795 -2.6830
C -5.5288 1.8278 0.4031
C -3.9776 2.0160 4.6650
H 1.4169 -3.2563 1.6507
H 4.4230 5.5147 -5.9768
H -2.4942 5.1354 -1.6491
C 4.0983 4.7127 -5.3036
C 7.6075 -0.5111 3.9876
C -5.5677 -1.7972 -3.5892
N 1.2867 3.7725 -3.5254
C -4.4963 -2.8248 -3.8646
H -5.9287 -1.3727 -4.5330
H -3.7060 0.5657 -2.2905
O 3.4910 5.2023 -4.1207
H 3.3967 4.1254 -5.9098
H 3.8312 1.0309 3.6393
H -1.5206 -4.5495 0.9477
F -0.1744 -0.8125 3.4383
H -4.3474 -4.8958 0.2605
H -0.1409 2.4981 -1.6342
H 2.2804 3.5493 -3.4436
C 2.4056 -3.6024 1.3400
F -0.4166 0.0278 0.8594
H -2.2738 -6.1803 0.8399
H -5.1290 -0.0573 1.2958
C -3.7411 -4.2464 -0.3823
H 3.1053 -4.5071 -3.8539


4.
55
Properties=species:S:1:pos:R:3 method="wB97M-V/def2-TZVPD" max_force_ev_per_a=8.9 charge=+1 total_energy_ev=-62509.1498
H 11.0813 9.1751 5.3622
H 9.9276 14.5056 13.1994
O 6.8259 13.9037 7.2303
H 6.2622 15.7091 9.7538
H 11.3584 10.6218 4.5865
C 11.9093 14.4020 13.7214
N 6.5897 13.3196 9.4827
H 6.9736 13.7159 10.3279
H 10.2110 14.8272 14.9201
O 13.5237 6.4209 10.6531
H 9.3770 8.5308 6.3978
H 12.4533 14.0298 15.6663
Al 7.7805 9.7715 7.6787
H 4.4432 8.2858 9.5183
H 6.0174 8.9315 9.3436
H 3.1580 8.7920 7.4253
H 13.7753 6.9553 11.3815
O 10.5680 4.9681 12.7036
H 4.3199 5.6848 12.8220
H 14.0004 6.2462 8.2950
N 10.9741 10.1763 5.4094
O 8.4129 10.7651 9.2549
C 10.1675 10.7376 6.1219
N 12.8104 14.1960 14.7696
N 3.9832 9.1128 6.8526
O 3.3868 5.6024 12.5832
O 12.1244 14.2746 12.5310
O 7.5435 9.4266 11.2371
H 3.7009 9.9228 6.1881
O 13.3022 9.1308 6.9094
O 6.0416 9.7118 7.1860
O 7.9241 8.4203 8.9561
C 4.9940 9.3034 7.7424
O 9.9626 11.8513 6.3433
H 9.9608 4.3770 13.1806
O 9.9492 9.3621 10.0256
H 6.1857 16.3368 8.2131
N 5.1145 8.8383 9.0129
N 6.1816 15.5238 8.8112
N 9.3514 9.4289 6.9392
H 12.8353 5.8660 11.0820
H 13.7540 13.8384 14.6824
H 6.9864 12.4378 9.2051
N 10.5215 14.5408 14.0242
N 13.2235 8.5061 9.1631
S 8.5018 9.5214 10.0833
H 13.9502 6.5902 6.6677
H 9.9059 9.4219 7.8008
C 13.3732 8.2164 7.7985
H 3.0888 4.7648 12.9479
H 13.1001 7.6853 9.7088
H 10.2404 5.8245 12.9457
C 6.5516 14.2697 8.4270
N 13.5875 6.8372 7.5581
H 12.8063 9.3235 9.6201


5.
29
Properties=species:S:1:pos:R:3 method="wB97M-V/def2-TZVPD" max_force_ev_per_a=1.3 charge=-1 total_energy_ev=-18258.5291
C 1.7691 -4.3806 -1.0664
C 1.3344 1.2626 0.1821
H -3.6751 3.1524 -1.1537
H 2.4859 -3.5690 -1.2063
C -1.6233 3.0087 -0.9124
H 1.0252 4.2212 -1.5085
O 0.0722 -2.5518 1.5515
H 2.1915 -5.3455 -1.3727
O 1.7150 -1.9184 0.1782
C 0.9970 -2.7716 0.7356
C 1.2560 -4.2717 0.3684
H -1.5654 3.8559 -1.5795
H 1.9322 -4.6619 1.1191
C 1.6820 3.4566 -1.0912
N 0.3244 0.4754 0.6457
H -2.2766 -0.3283 1.0031
C -0.5644 2.3094 -0.3257
C -0.8473 1.0815 0.2945
H 0.2941 -4.7689 0.4627
H 0.9377 -4.2320 -1.7571
H 2.3789 1.0577 0.2965
C -2.9144 2.5505 -0.6858
H 0.5415 -0.3604 1.1624
C -2.1472 0.6288 0.5062
H 2.2357 3.0362 -1.9377
H 2.4078 3.8821 -0.4037
H -4.2303 1.0794 0.0901
C -3.1913 1.3634 0.0057
C 0.8696 2.3978 -0.4099


6.
22
Properties=species:S:1:pos:R:3 method="wB97M-V/def2-TZVPD" max_force_ev_per_a=3.1 charge=0 total_energy_ev=-10986.0183 smiles=CN(C)C.O.O.O
H 1.3153 1.8323 1.4666
H -0.1191 -4.0649 0.6020
C 1.6268 0.7770 -1.4213
H -2.6683 -1.7837 1.2151
H 2.1438 -0.1130 -1.1137
H 2.3886 1.5842 -1.3525
H 0.5878 3.1966 -0.9097
H -0.1592 -0.5210 -0.6707
H -3.7361 -0.9711 2.0458
H 1.8405 0.1515 1.0358
H -0.7270 2.1500 -1.5621
O -3.0059 -1.5993 2.1083
C -0.1157 2.3720 -0.6916
H -1.0075 -1.5696 -1.6540
H -0.8331 2.6532 0.0757
O 0.0312 -3.4461 1.3004
H 1.3572 0.8545 -2.4775
C 1.0497 0.8901 0.9643
N 0.6133 1.1506 -0.4191
H -0.2082 -2.6198 0.8691
O -0.5162 -1.4248 -0.8545
H 0.1422 0.5011 1.4436


The following Kohn-Sham gap values (in eV) correspond, in order, to the records above: 7.7; 8.0; 7.3; 8.1; 7.9; 9.3.